{"formula": "C2H2N5", "method": "wB97M-V/def2-TZVPD", "de_lowest_kj_mol": 492.0, "smiles": "C#C/N=N/N[N+]#N", "charge": 1, "homo_lumo_gap_ev": [8.28, 8.28], "lumo_ev": [-6.766, -6.764], "symbols": ["C", "C", "N", "N", "N", "N", "N", "H", "H"], "xyz": [[-1.89766, 0.76367, 1.79054], [-0.99063, 0.46756, 1.02444], [0.01528, 0.24048, 0.23148], [1.08259, 0.63559, -0.21348], [1.54364, -0.16337, -1.20073], [0.83517, -1.24316, -1.43801], [-0.09805, -1.63699, -0.88945], [-2.75191, 0.59319, 2.38622], [2.26156, 0.34303, -1.69101]], "atomic_forces_ev_per_a": [[1.68, -1.38, -1.55], [-0.78, 1.86, 1.89], [0.85, -1.83, -1.54], [-2.83, 0.60, 1.72], [0.47, 0.70, 0.87], [-0.16, -0.99, -0.67], [0.82, 1.61, 0.07], [-0.56, 0.45, 0.43], [0.51, -1.02, -1.22]]}

***

{"formula": "C6H10N3S2", "method": "wB97M-V/def2-TZVPD", "de_lowest_kj_mol": 121.8, "smiles": "CS[C@H](C)/[NH+]=C(\\N)C(=S)C#N", "charge": 1, "homo_lumo_gap_ev": 6.08, "lumo_ev": -6.676, "symbols": ["C", "S", "C", "C", "N", "C", "N", "C", "S", "C", "N", "H", "H", "H", "H", "H", "H", "H", "H", "H", "H"], "xyz": [[2.38292, 0.26172, -1.73631], [1.90604, 1.08169, -0.22610], [0.91908, -0.15644, 0.71525], [1.66542, -1.49129, 0.84282], [-0.40852, -0.34574, 0.20083], [-1.43402, 0.45082, 0.38510], [-1.38810, 1.66949, 0.82031], [-2.82060, -0.18764, -0.08603], [-2.71006, -1.71733, -0.79254], [-3.94512, 0.63527, -0.09627], [-4.72941, 1.47441, -0.05161], [2.54856, -0.78086, -1.46730], [3.19864, 0.86383, -2.00158], [1.65794, 0.28644, -2.53561], [0.77872, 0.47165, 1.62712], [1.53594, -1.84688, -0.21892], [2.71764, -1.35451, 1.01744], [1.28976, -2.21170, 1.58898], [-0.55180, -1.11281, -0.52334], [-2.08946, 2.17846, 1.34908], [-0.52357, 1.83142, 1.18868]], "atomic_forces_ev_per_a": [[-1.48, -0.93, 0.62], [-0.70, 0.36, 0.56], [1.08, 1.54, 0.94], [-1.13, 0.00, -1.19], [-0.50, -0.57, -1.17], [-2.55, -2.62, -1.71], [-1.31, 0.13, 0.74], [3.05, -2.84, -1.65], [-1.06, 2.53, 1.20], [-0.38, 0.75, 0.41], [-0.28, 0.00, -0.03], [0.89, 0.22, -0.50], [1.61, 0.10, -0.70], [-0.41, 0.22, -0.10], [0.39, -1.01, -0.01], [0.36, -0.63, 1.24], [0.33, 0.30, 0.06], [-0.22, 0.41, -0.51], [-0.12, 0.94, 1.50], [-0.66, -0.41, -0.60], [3.09, 1.49, 0.90]]}

***

{"formula": "C12H19FNO3", "method": "wB97M-V/def2-TZVPD", "charge": 1, "homo_lumo_gap_ev": 7.83, "lumo_ev": -4.936, "symbols": ["C", "C", "F", "C", "C", "C", "C", "C", "O", "O", "C", "C", "N", "H", "H", "H", "H", "H", "H", "H", "H", "H", "H", "H", "C", "C", "C", "O", "H", "H", "H", "H", "H", "H", "H", "H"], "xyz": [[2.77085, -0.13766, 1.36988], [3.01860, 1.37343, 1.35265], [2.98646, 1.79251, 2.69979], [1.92399, 2.21346, 0.63191], [0.65106, 2.13311, 1.49187], [-0.23511, 1.09179, 1.21443], [-1.39441, 0.95342, 2.00469], [-2.34172, -0.22709, 1.70266], [-3.05107, -0.64502, 2.56996], [-2.26499, -0.73150, 0.43548], [-1.61202, 1.87982, 3.04536], [-0.69395, 2.87946, 3.25008], [0.41427, 2.99578, 2.48442], [2.71251, -0.59410, 0.36867], [3.62712, -0.59476, 1.89775], [1.87119, -0.42906, 1.93380], [3.99209, 1.61680, 0.90198], [1.68337, 1.86395, -0.38236], [2.23996, 3.26910, 0.54682], [-0.01905, 0.38452, 0.41422], [-1.39077, -1.13578, 0.31937], [-2.49115, 1.77101, 3.68418], [-0.81023, 3.61877, 4.04613], [1.10118, 3.72383, 2.66003], [-0.29404, -2.80710, -4.38287], [-0.68460, -2.41447, -2.96793], [-2.17184, -2.61833, -2.72466], [-0.34703, -1.03870, -2.73776], [-0.82439, -2.19238, -5.11535], [0.77281, -2.64621, -4.54478], [-0.52207, -3.85547, -4.57883], [-0.11110, -3.00701, -2.25207], [-2.76763, -1.99811, -3.39957], [-2.43256, -2.32252, -1.70685], [-2.45809, -3.66085, -2.86850], [-0.84766, -0.50464, -3.36458]], "atomic_forces_ev_per_a": [[0.53, -0.22, 0.17], [-0.73, -0.39, -0.44], [0.35, 0.16, -0.45], [-0.50, 0.54, 1.04], [0.91, -0.86, -1.83], [-0.94, 0.39, 1.14], [0.83, 0.07, -0.91], [0.13, 0.12, 0.98], [0.12, 0.36, -0.79], [0.06, 0.06, 0.87], [-0.21, -0.73, -0.32], [-0.15, 0.51, 0.68], [-0.52, -0.61, -0.27], [0.09, 0.38, 0.24], [-0.39, 0.11, -0.28], [0.25, 0.34, -0.16], [-0.22, -0.07, 0.41], [0.24, -0.07, 0.40], [0.01, -0.44, 0.09], [0.03, 0.49, 0.11], [-0.17, 0.03, -0.41], [0.33, 0.17, -0.20], [0.06, -0.27, -0.33], [-0.13, -0.07, 0.11], [0.26, -0.01, 0.00], [-0.48, 0.11, -0.59], [0.01, -0.02, 0.26], [0.25, 0.01, 0.48], [-0.11, -0.06, 0.05], [-0.01, -0.06, 0.04], [-0.01, 0.03, -0.02], [0.09, 0.18, 0.05], [0.07, -0.06, -0.09], [-0.05, -0.08, -0.01], [-0.01, 0.03, -0.01], [0.00, -0.06, -0.02]]}

***

Sequential total energy output: -9541.914 -32516.168 -23095.957 eV
Sequential molecular weight output: 96.073 188.301 244.286 g/mol